# 1
The following is a DFT calculation (the ωB97M-V functional and the def2-TZVPD basis) of a molecular structure, C46H53GeN6O3PtS3Te at a distorted geometry.

Its charge is -1. Its electronic energy is -5997.816033 a.u. The lowest unoccupied orbital energy comes out at 2.1 eV.

Element x y z (Å)
Pt -0.559 0.122 0.272
Te -3.033 0.014 0.784
C -3.525 1.680 2.012
C -4.043 1.451 3.278
C -4.494 2.495 4.060
C -4.407 3.795 3.593
C -3.863 4.033 2.341
C -3.436 2.981 1.551
H -4.110 0.435 3.639
H -4.919 2.297 5.034
H -4.774 4.618 4.191
H -3.778 5.048 1.985
H -3.044 3.156 0.562
C 2.619 1.775 -1.464
N 2.775 0.533 -2.187
C 2.895 0.703 -3.619
C 2.196 -0.599 -1.670
N 1.374 -0.552 -0.693
N 2.630 -1.786 -2.251
C 4.042 -1.963 -2.511
C 1.957 -3.014 -1.884
H 3.490 2.405 -1.675
H 2.549 1.568 -0.398
H 1.717 2.313 -1.760
H 2.158 1.433 -3.980
H 2.721 -0.244 -4.125
H 3.897 1.069 -3.872
H 1.210 -1.468 -0.280
H 4.540 -0.998 -2.541
H 4.186 -2.472 -3.468
H 4.511 -2.566 -1.721
H 0.883 -2.843 -1.796
H 2.325 -3.433 -0.936
H 2.130 -3.750 -2.670
S -1.087 -6.239 3.370
C -1.441 -5.032 2.309
S -0.451 -4.586 0.938
C -1.592 -3.222 0.599
N -2.544 -3.179 1.467
N -2.493 -4.182 2.376
C -3.514 -4.266 3.338
C -4.004 -3.094 3.901
C -4.966 -3.160 4.890
C -5.464 -4.384 5.306
C -5.019 -5.546 4.698
C -4.048 -5.494 3.715
S -1.416 -2.282 -0.772
H -3.633 -2.144 3.551
H -5.321 -2.245 5.340
H -6.200 -4.428 6.096
H -5.430 -6.503 4.985
H -3.707 -6.400 3.242
O -1.182 1.966 -1.536
C -0.530 2.774 -0.838
O -0.079 2.525 0.293
C -0.258 4.155 -1.447
C -0.211 4.047 -2.958
Ge -1.750 2.912 -3.656
C -3.438 3.390 -2.715
C -4.306 2.382 -2.316
C -5.460 2.671 -1.610
C -5.763 3.981 -1.280
C -4.900 4.996 -1.658
C -3.750 4.697 -2.368
C -1.863 3.754 -5.511
C -1.601 3.036 -6.671
C -1.608 3.641 -7.915
C -1.871 4.995 -8.027
C -2.120 5.733 -6.884
C -2.115 5.113 -5.649
C -1.797 0.978 -4.155
C -0.870 0.040 -3.733
C -0.983 -1.287 -4.112
C -2.036 -1.697 -4.909
C -2.982 -0.774 -5.318
C -2.854 0.553 -4.951
H 0.661 4.558 -1.011
H -1.086 4.800 -1.145
H 0.732 3.605 -3.282
H -0.270 5.033 -3.421
H -4.056 1.356 -2.547
H -6.118 1.870 -1.304
H -6.660 4.210 -0.719
H -5.118 6.022 -1.390
H -3.083 5.503 -2.648
H -1.384 1.978 -6.594
H -1.403 3.058 -8.803
H -1.876 5.474 -8.997
H -2.312 6.795 -6.958
H -2.309 5.701 -4.762
H -0.066 0.339 -3.079
H -0.261 -2.013 -3.770
H -2.119 -2.733 -5.209
H -3.819 -1.094 -5.922
H -3.580 1.279 -5.294
O 1.120 -0.776 1.931
C 1.291 -1.014 3.105
C 2.410 -0.393 3.913
C 1.767 0.872 4.516
C 0.417 0.673 5.221
C -0.761 0.373 4.278
C -0.917 -1.122 3.945
N 0.399 -1.741 3.866
H 3.240 -0.104 3.269
H 2.760 -1.067 4.697
H 1.620 1.591 3.710
H 2.471 1.310 5.226
H 0.197 1.608 5.739
H 0.504 -0.105 5.985
H -0.601 0.922 3.346
H -1.691 0.746 4.707
H -1.409 -1.226 2.971
H -1.491 -1.655 4.705
H 0.761 -1.985 4.780


# 2
The following is a DFT calculation (the ωB97M-V functional and the def2-TZVPD basis) of a molecular structure, C46H54GeHfN8O3S3Te at a distorted geometry.

Its electronic energy is -6036.485791 a.u. The lowest unoccupied orbital energy comes out at -1.1 eV. For the relative energy (zero: lowest compared OMol25 entry of this formula, charge and spin), the calculation gives 9.7 kcal per mole.

Element x y z (Å)
Hf -0.168 -1.182 0.418
C -1.311 -4.110 -1.498
O -1.631 -2.802 -0.955
C -2.892 -2.843 -0.302
C -4.030 -3.301 -0.921
C -5.241 -3.332 -0.216
C -5.245 -2.941 1.122
C -4.093 -2.486 1.751
C -2.886 -2.401 1.033
N -1.712 -1.961 1.479
N -1.568 -1.334 2.729
C -0.373 -1.611 3.371
C 0.739 -2.268 2.821
O 0.835 -2.428 1.439
C 1.822 -2.673 3.608
C 1.889 -2.397 4.948
C 0.866 -1.618 5.533
C 0.917 -1.216 6.895
C -0.058 -0.433 7.443
C -1.147 0.001 6.648
C -1.236 -0.386 5.340
C -0.242 -1.206 4.748
H -1.583 -4.873 -0.772
H -0.246 -4.132 -1.693
H -1.865 -4.267 -2.424
H -3.990 -3.654 -1.946
H -6.143 -3.689 -0.697
H -6.168 -3.002 1.689
H -4.082 -2.187 2.791
H 2.627 -3.197 3.102
H 2.722 -2.741 5.551
H 1.759 -1.546 7.496
H 0.000 -0.141 8.485
H -1.912 0.632 7.084
H -2.069 -0.072 4.726
Te 1.622 0.833 -0.200
C 3.273 3.487 2.259
Ge 3.129 1.615 2.791
C 2.969 1.397 4.720
C 4.690 0.655 2.132
C 1.577 0.716 1.988
H 4.317 3.801 2.331
H 2.679 4.135 2.909
H 2.947 3.604 1.224
H 3.791 1.885 5.249
H 2.985 0.328 4.948
H 2.023 1.802 5.086
H 5.610 1.113 2.505
H 4.707 0.661 1.042
H 4.655 -0.383 2.473
H 0.610 1.037 2.383
H 1.736 -0.325 2.266
S 4.505 -2.363 -6.444
C 4.073 -2.410 -4.838
S 2.439 -2.729 -4.354
C 2.837 -2.514 -2.652
N 4.090 -2.260 -2.486
N 4.783 -2.213 -3.697
C 6.153 -1.789 -3.579
C 6.531 -1.096 -2.428
C 7.829 -0.632 -2.298
C 8.765 -0.856 -3.301
C 8.391 -1.579 -4.421
C 7.095 -2.058 -4.564
S 1.620 -2.606 -1.465
H 5.805 -0.930 -1.648
H 8.106 -0.087 -1.406
H 9.773 -0.475 -3.205
H 9.113 -1.781 -5.203
H 6.828 -2.637 -5.432
C -5.032 3.591 1.091
N -4.384 2.526 0.323
N -3.019 2.341 0.463
C -2.716 1.009 0.341
O -1.539 0.600 0.341
C -3.972 0.347 0.136
C -4.939 1.293 0.185
C -6.416 1.130 0.103
C -2.127 3.444 0.343
C -2.424 4.467 -0.548
C -1.603 5.583 -0.611
C -0.478 5.659 0.200
C -0.173 4.610 1.053
C -0.997 3.497 1.133
H -4.312 4.376 1.294
H -5.420 3.215 2.040
H -5.847 4.012 0.507
H -4.117 -0.713 0.022
H -6.651 0.090 -0.116
H -6.837 1.766 -0.678
H -6.896 1.397 1.047
H -3.297 4.388 -1.187
H -1.843 6.388 -1.295
H 0.158 6.535 0.166
H 0.711 4.656 1.670
H -0.768 2.678 1.802
C -2.748 -0.383 -4.548
C -2.523 -0.560 -3.027
N -1.172 -0.138 -2.656
C -0.191 -0.824 -3.508
C -0.331 -0.375 -4.979
N -1.599 0.433 -5.075
C -1.461 1.704 -4.275
C -1.040 1.307 -2.837
H -3.673 0.141 -4.776
H -2.743 -1.331 -5.080
H -2.663 -1.599 -2.744
H -3.239 0.036 -2.461
H -0.329 -1.898 -3.406
H 0.809 -0.606 -3.147
H -0.407 -1.216 -5.665
H 0.492 0.261 -5.301
H -1.771 0.667 -6.048
H -2.425 2.209 -4.302
H -0.720 2.331 -4.765
H -1.665 1.822 -2.107
H -0.009 1.590 -2.631


# 3
The following is a DFT calculation (the ωB97M-V functional and the def2-TZVPD basis) of 9 unconnected molecules or ions with the total composition C46H54O5S at a distorted geometry.

As for the expectation value of S²: 0.757. Its charge is -1. Its electronic energy is -2559.486615 a.u. The lowest unoccupied orbital energy (alpha / beta) comes out at 2.1 / 2.1 eV. The spin multiplicity is 2.

Element x y z (Å)
C -2.617 1.567 -2.777
S -3.337 2.108 -1.115
O -3.720 3.580 -1.276
C -4.958 1.230 -1.325
H -3.208 1.967 -3.601
H -2.613 0.477 -2.799
H -1.590 1.890 -2.947
H -5.598 1.341 -0.449
H -4.805 0.153 -1.400
H -5.310 1.397 -2.343
C 1.480 -5.170 -5.177
C 0.124 -5.502 -4.968
C -0.681 -4.663 -4.161
C -0.142 -3.533 -3.548
C 1.228 -3.252 -3.752
C 2.018 -4.130 -4.494
H 2.080 -5.830 -5.786
H -0.306 -6.383 -5.421
H -1.745 -4.805 -4.037
H -0.756 -3.045 -2.806
H 1.668 -2.359 -3.334
H 3.009 -3.798 -4.769
C 4.644 1.470 -5.215
C 4.759 1.032 -6.502
C 3.863 0.107 -6.980
C 2.802 -0.343 -6.128
C 2.679 0.083 -4.792
C 3.652 1.007 -4.366
H 5.357 2.196 -4.853
H 5.518 1.449 -7.148
H 4.005 -0.285 -7.976
H 2.007 -1.003 -6.444
H 1.913 -0.266 -4.115
H 3.646 1.343 -3.339
C -4.571 -3.015 3.522
C -5.015 -3.079 2.181
C -4.669 -2.018 1.377
C -3.925 -0.943 1.925
C -3.514 -1.000 3.252
C -3.815 -1.998 4.065
H -4.826 -3.894 4.096
H -5.500 -3.992 1.867
H -5.053 -1.970 0.369
H -3.558 -0.156 1.283
H -2.947 -0.204 3.713
H -3.483 -2.002 5.092
C 1.595 -3.830 1.479
C 0.720 -3.501 0.474
C -0.661 -3.266 0.777
C -1.094 -3.443 2.118
C -0.261 -3.951 3.068
C 1.091 -4.078 2.762
H 2.638 -4.061 1.328
H 1.042 -3.506 -0.557
H -1.331 -2.951 -0.008
H -2.161 -3.384 2.273
H -0.618 -4.176 4.062
H 1.820 -4.415 3.484
C 3.199 4.484 -2.206
C 2.074 4.239 -2.994
C 0.928 3.770 -2.438
C 0.926 3.426 -1.111
C 2.057 3.540 -0.331
C 3.241 4.033 -0.872
H 4.041 5.029 -2.608
H 2.060 4.515 -4.038
H -0.013 3.735 -2.967
H -0.034 3.173 -0.685
H 2.158 3.407 0.736
H 4.180 4.116 -0.344
C -2.005 3.629 2.999
C -0.666 3.395 3.400
C 0.308 4.284 2.893
C -0.092 5.431 2.192
C -1.333 5.475 1.630
C -2.302 4.598 2.105
H -2.812 3.037 3.405
H -0.418 2.539 4.011
H 1.371 4.264 3.083
H 0.678 6.181 2.088
H -1.578 6.361 1.063
H -3.337 4.815 1.885
O -0.249 -0.345 -2.262
C 0.007 -0.133 -1.067
O -0.944 0.176 -0.180
C -0.445 0.547 1.058
C 1.042 0.320 1.092
C 1.349 -0.073 -0.349
H -0.956 0.014 1.860
H -0.579 1.627 1.124
H 1.180 -0.445 1.856
H 1.620 1.172 1.449
H 1.938 -0.987 -0.440
H 1.963 0.686 -0.835
O 1.778 -1.940 8.046
C 1.480 -1.299 7.089
O 0.830 -1.916 6.094
C 0.492 -0.979 5.056
C 1.412 0.258 5.336
C 1.653 0.182 6.798
H -0.556 -0.683 5.093
H 0.640 -1.371 4.050
H 0.998 1.217 5.025
H 2.417 0.033 4.977
H 0.753 0.595 7.253
H 2.574 0.669 7.120